Record 1
36
Properties=species:S:1:pos:R:3:forces:R:3 method="wB97M-V/def2-TZVPD" e_lumo_ev=-5.20 total_charge=+1 homo_energy_ha=-0.443 homo_lumo_gap_ha=0.252
N -1.852344 3.148398 -1.091265 0.1 -0.2 0.0
C -0.527167 3.387167 -1.640836 -0.3 0.1 0.3
C 0.533062 2.826460 -0.695172 1.0 0.4 -0.4
N 1.612738 3.885090 -0.481763 -1.0 -1.3 0.9
C 2.617480 3.039684 0.008783 0.4 0.3 -0.3
N 3.190044 3.292658 1.163185 0.2 0.2 -0.2
N 2.797164 1.882145 -0.733729 -0.2 0.4 -0.1
C 1.367468 1.593550 -1.182659 -0.2 -0.6 0.2
B 0.923858 0.190531 -0.495218 0.2 0.0 -0.3
N 0.785615 -0.962412 -1.343496 -0.4 0.1 0.5
O 0.659260 0.132288 0.845355 0.1 -0.3 -0.1
H -2.567210 3.580563 -1.663050 0.0 -0.1 0.0
H -1.928130 3.552907 -0.165300 -0.1 0.1 0.0
H -0.306202 4.454839 -1.766792 0.1 0.0 -0.1
H -0.449690 2.916829 -2.621441 0.0 -0.1 0.0
H 0.154881 2.623174 0.307162 -0.4 0.1 -0.1
H 1.965470 4.044159 -1.434070 -0.1 0.6 0.1
H 4.187343 3.212210 1.318849 -0.1 -1.1 0.3
H 2.625997 3.667339 1.915603 0.2 1.1 -0.4
H 3.415537 2.001776 -1.532934 0.3 -0.3 0.2
H 1.287881 1.441391 -2.257692 0.3 0.4 -0.1
H 1.644072 -1.499504 -1.416540 0.0 0.1 -0.5
H 0.064749 -1.594002 -0.999044 0.1 -0.2 -0.2
H 1.107883 0.776998 1.392734 -0.2 0.3 0.2
C -0.802537 -3.488422 0.931343 0.0 0.0 0.1
C -0.945471 -3.927068 2.177555 -0.1 0.0 0.0
C -2.106292 -4.777703 2.558924 0.0 0.0 0.0
O -2.241400 -5.175242 3.693023 0.0 0.0 0.0
C -3.088477 -5.113993 1.494113 0.0 0.0 0.0
C -2.939234 -4.671097 0.248420 0.0 0.0 0.0
C -1.783207 -3.823882 -0.127064 0.0 0.0 0.0
O -1.633674 -3.410486 -1.260008 0.0 0.1 0.1
H 0.036256 -2.875110 0.629942 0.0 0.0 0.1
H -0.243773 -3.696439 2.968849 0.0 0.0 0.0
H -3.921913 -5.734179 1.798141 0.0 0.0 0.0
H -3.640039 -4.900617 -0.543909 0.0 0.0 0.0


Record 2
31
Properties=species:S:1:pos:R:3:forces:R:3 method="wB97M-V/def2-TZVPD" e_lumo_ev="-6.75 / -7.16" total_charge=+1 homo_energy_ha="-0.398 / -0.378" homo_lumo_gap_ha="0.150 / 0.115"
C -3.162882 -1.476033 -0.510055 0.0 0.2 -0.2
C -4.671724 -0.083645 0.832133 1.1 -1.5 -0.8
C -4.460911 -1.427945 0.202759 0.2 -0.3 -0.2
C 2.601547 2.137745 -0.379367 1.1 0.7 -0.5
C 2.671707 1.011125 0.704764 0.6 1.9 1.2
C 1.755650 1.480272 -1.474835 -0.2 1.5 -1.9
C 1.898771 -0.205356 0.182544 1.2 -0.5 0.8
C -2.718392 0.627594 0.144729 2.8 1.8 1.3
C 0.966562 -0.804683 1.207255 -0.5 -0.9 -1.1
C 2.820923 -1.319885 -0.294355 1.1 -1.5 -2.2
N -2.392428 -0.449503 -0.544356 0.9 -0.1 -1.1
N -3.790976 0.844567 0.893476 -0.4 0.8 -0.2
N 1.288269 0.224260 -0.973105 -2.0 2.6 -2.7
Br -1.298560 1.932746 0.273548 -1.7 -1.1 -0.2
H -2.754844 -2.286862 -1.112244 -0.6 -0.5 0.4
H -5.605052 0.148701 1.197216 -2.1 0.3 1.1
H -5.239296 -1.552149 -0.589182 0.1 -0.2 0.6
H -4.546659 -2.286066 0.933324 -0.2 0.8 -0.7
H 2.126791 3.088545 -0.103435 -0.3 -0.5 0.7
H 3.587303 2.607582 -0.750898 -1.1 -1.6 0.4
H 3.681432 0.844243 1.077850 0.3 -0.6 -0.8
H 2.290160 1.412309 1.654621 -0.8 -0.2 -0.3
H 0.836988 2.164496 -1.707736 1.6 -1.1 -0.1
H 2.382477 1.346389 -2.418770 -0.9 0.3 0.9
H 0.268358 -1.497204 0.681037 0.5 0.1 0.4
H 0.361391 -0.155148 1.812785 0.1 0.6 0.3
H 1.689733 -1.369841 1.746186 -0.3 -0.7 1.4
H 2.765308 -2.181722 0.321358 0.5 -0.7 1.1
H 3.903537 -1.077648 -0.502006 -1.2 0.0 0.4
H 2.409042 -1.777337 -1.263765 0.6 1.0 1.1
H 0.335768 0.080443 -1.241484 -0.3 -0.7 0.6


Record 3
37
Properties=species:S:1:pos:R:3:forces:R:3 method="wB97M-V/def2-TZVPD" e_lumo_ev="4.60 / 4.59" total_charge=-2 s_squared=2.0116 spin_multiplicity=3 homo_energy_ha="-0.015 / -0.016" homo_lumo_gap_ha="0.184 / 0.184"
C -0.679917 0.888322 -1.688301 0.2 -1.0 -0.4
C -1.525066 -0.217258 -1.359053 0.4 0.1 -0.5
C -0.686396 -1.346545 -1.025213 0.4 0.7 -0.3
C -3.008024 -0.244330 -1.509986 -0.4 0.0 -0.1
C 0.688152 -0.921494 -1.160891 -0.8 0.4 -0.7
C 0.691413 0.453795 -1.580136 -0.3 -0.5 -0.3
C 1.905466 1.219408 -1.964348 0.2 0.3 0.0
C -1.153221 2.223226 -2.160400 -0.1 0.4 -0.1
C -1.140349 -2.716201 -0.661708 -0.2 -0.3 0.0
C 1.882890 -1.802848 -1.055704 0.2 -0.1 0.1
W -0.288543 0.265665 0.527511 2.2 -0.5 1.5
Cl -2.232328 -0.358389 1.672095 -0.7 0.0 0.8
Cl -0.105296 2.551102 0.841431 -0.5 -0.3 0.2
O 0.963297 -0.752076 1.664151 -1.0 0.9 0.1
H -3.466105 0.709011 -1.214730 0.1 -0.3 0.1
H -3.465672 -1.053570 -0.927191 0.2 0.3 0.0
H -3.270253 -0.412639 -2.566040 0.1 0.0 0.1
H -1.991366 -2.686605 0.027603 0.2 0.0 0.0
H -0.333187 -3.294804 -0.200026 -0.2 0.2 0.0
H -1.456903 -3.258723 -1.559714 0.0 0.0 0.0
H 1.760090 -2.555370 -0.271300 0.1 0.2 0.0
H 2.780051 -1.213764 -0.849606 -0.1 -0.2 0.1
H 2.042089 -2.328694 -2.007109 0.0 0.1 0.1
H 2.789052 0.817092 -1.458860 -0.2 0.3 -0.1
H 1.830951 2.274944 -1.687787 0.3 0.0 0.3
H 2.077319 1.149506 -3.049283 -0.1 -0.1 0.1
H -2.001495 2.582397 -1.562447 0.3 -0.1 -0.1
H -1.493870 2.162177 -3.204598 0.1 -0.1 0.1
H -0.356585 2.975701 -2.116619 -0.2 -0.2 0.2
H 0.852082 -0.759850 2.657815 -0.2 -0.1 -0.9
O 2.727783 3.681801 -0.058760 0.6 0.1 0.3
H 3.279253 3.746815 0.750717 -0.5 -0.1 -0.7
O 0.170858 1.059015 5.523854 0.2 -1.0 0.2
Cl 0.474970 -0.345688 5.761899 -0.1 -0.1 -0.9
O 1.687134 -0.453480 6.561690 -0.5 -0.1 -0.3
O -0.638199 -0.995216 6.448339 0.7 0.4 -0.3
O 0.689917 -1.042436 4.462699 -0.2 0.7 1.4


Record 4
38
Properties=species:S:1:pos:R:3:forces:R:3 method="wB97M-V/def2-TZVPD" e_lumo_ev=2.14 total_charge=-1 homo_energy_ha=-0.208 homo_lumo_gap_ha=0.287
Mg -2.070538 1.535803 -0.010643 1.0 1.7 1.8
C 0.072181 -1.695317 0.155960 -0.3 -0.5 -0.3
C -0.916755 -0.533168 0.073503 0.7 0.1 0.5
O -1.551324 -0.204874 -0.963028 -0.4 -0.6 -1.0
O -1.057273 0.170605 1.103123 0.2 -0.4 0.8
H 1.065736 -1.389588 0.481105 -0.1 0.3 0.1
H 0.212904 -2.269847 -0.759758 -0.3 0.3 -0.2
H -0.289500 -2.410906 0.896009 -0.1 0.1 0.1
C 0.466291 2.261840 -2.575774 0.1 0.5 -0.2
C 0.369051 3.051301 -1.295175 -0.2 1.3 2.2
O 1.116372 3.983451 -0.994786 0.3 -0.5 -1.1
O -0.556503 2.696075 -0.444193 -0.5 -0.8 -1.2
H -0.528510 2.278900 -3.020830 0.0 -0.7 0.0
H 0.856773 1.282143 -2.302200 -0.5 -0.3 -0.3
H 1.140531 2.704487 -3.307383 0.2 0.2 0.2
C -3.210077 1.524647 3.649835 1.2 -1.3 0.0
C -3.200540 2.760543 2.801549 -1.4 2.2 -0.5
O -2.850833 2.670237 1.581575 0.6 -1.4 -2.0
O -3.594102 3.852079 3.263878 0.4 -1.4 0.4
H -2.924034 0.586815 3.157267 -0.5 0.3 -0.8
H -4.166842 1.337263 4.128833 0.2 0.4 0.6
H -2.310988 1.568811 4.276389 -0.7 0.5 0.9
Cl -0.652989 -3.964686 -4.040045 0.3 -0.2 0.5
C 1.028667 -3.419022 -3.784716 0.4 0.8 -1.0
C 1.764197 -3.460470 -5.150663 -1.2 -0.4 0.8
Cl 0.855309 -2.584110 -6.431201 0.5 -0.1 0.2
H 1.579870 -4.058607 -3.098229 -0.3 -0.2 0.1
H 0.987929 -2.414339 -3.369432 -0.1 0.0 0.0
H 1.736284 -4.522746 -5.386280 0.4 0.1 -0.6
H 2.772923 -3.064670 -5.096496 0.0 0.0 0.0
Cl 3.421212 -0.732710 2.457874 -0.1 -0.2 -0.1
C 2.042838 0.398250 2.669386 0.4 0.1 -0.7
C 1.175027 0.063387 3.853062 0.1 1.2 -0.2
Cl 2.148794 0.159675 5.369002 -0.4 -0.2 -0.2
H 1.488154 0.435647 1.732413 -0.3 -0.4 0.2
H 2.503284 1.383603 2.699126 -0.1 0.0 0.6
H 0.618347 -0.865096 3.790075 0.3 -0.2 0.0
H 0.458133 0.884595 3.890870 -0.1 -0.1 0.2